{
  "formula": "C21H30N3O9RbTe",
  "method": "the ωB97M-V functional and the def2-TZVPD basis",
  "symbols": ["Rb", "C", "O", "C", "C", "O", "C", "C", "O", "C", "H", "H", "H", "H", "H", "H", "H", "H", "H", "H", "H", "H", "H", "H", "C", "C", "N", "C", "C", "N", "C", "O", "O", "C", "O", "O", "H", "H", "H", "H", "H", "N", "C", "C", "C", "O", "O", "H", "H", "H", "H", "H", "H", "Te", "C", "C", "C", "C", "C", "C", "H", "H", "H", "H", "H"],
  "positions_angstrom": [[0.31, 0.27, -0.65], [0.07, -3.30, 1.12], [0.43, -1.95, 1.29], [1.68, -1.76, 1.90], [2.87, -2.05, 0.96], [2.47, -1.99, -0.40], [3.48, -1.45, -1.22], [3.09, -1.62, -2.67], [1.97, -0.84, -2.98], [1.31, -1.26, -4.16], [0.05, -3.82, 2.09], [0.76, -3.82, 0.44], [-0.93, -3.30, 0.69], [1.76, -2.40, 2.79], [1.70, -0.71, 2.21], [3.30, -3.05, 1.15], [3.63, -1.29, 1.17], [4.42, -2.00, -1.07], [3.66, -0.40, -0.96], [2.89, -2.68, -2.87], [3.95, -1.32, -3.30], [1.96, -1.11, -5.04], [0.41, -0.65, -4.24], [1.05, -2.32, -4.10], [-1.63, 2.89, 1.58], [-0.19, 2.94, 1.93], [0.68, 1.99, 1.69], [1.92, 2.47, 2.00], [1.80, 3.76, 2.47], [0.43, 4.04, 2.46], [2.76, 4.71, 3.03], [2.22, 5.52, 4.02], [3.90, 4.89, 2.69], [3.14, 1.56, 1.85], [3.86, 1.42, 2.84], [3.23, 1.03, 0.72], [-1.74, 2.93, 0.49], [-2.19, 3.71, 2.04], [-2.06, 1.94, 1.89], [0.01, 4.95, 2.45], [1.40, 5.10, 4.33], [0.62, 2.21, -5.26], [-0.84, 2.31, -5.34], [-1.51, 2.79, -4.06], [-1.22, 1.87, -2.85], [-1.29, 2.37, -1.71], [-0.91, 0.69, -3.11], [0.83, 1.52, -4.54], [0.99, 3.09, -4.90], [-1.22, 1.31, -5.58], [-1.10, 2.96, -6.18], [-2.60, 2.82, -4.19], [-1.20, 3.80, -3.81], [-3.46, -0.95, 0.22], [-4.13, -2.34, 1.66], [-4.24, -3.71, 1.36], [-4.66, -4.63, 2.31], [-4.99, -4.22, 3.60], [-4.89, -2.87, 3.91], [-4.47, -1.96, 2.97], [-3.99, -4.04, 0.37], [-4.73, -5.68, 2.04], [-5.32, -4.94, 4.34], [-5.14, -2.53, 4.91], [-4.39, -0.91, 3.23]],
  "nbo_charge": [0.904, -0.253, -0.531, -0.080, -0.108, -0.558, -0.093, -0.069, -0.544, -0.263, 0.150, 0.158, 0.220, 0.150, 0.214, 0.141, 0.226, 0.150, 0.236, 0.158, 0.155, 0.149, 0.246, 0.156, -0.691, 0.412, -0.496, 0.112, -0.123, -0.549, 0.767, -0.713, -0.556, 0.743, -0.730, -0.788, 0.292, 0.192, 0.270, 0.406, 0.476, -0.851, -0.213, -0.534, 0.775, -0.794, -0.812, 0.373, 0.336, 0.198, 0.158, 0.208, 0.193, -0.475, -0.221, -0.259, -0.230, -0.280, -0.229, -0.253, 0.207, 0.186, 0.186, 0.187, 0.207],
  "charge": -2,
  "e_above_lowest_kj_mol": 0.0,
  "fmax_ev_per_a": 0.7,
  "total_energy_ev": -53113.234,
  "lumo_ev": 3.77,
  "gap_ev": 4.81
}